The following is a quantum chemistry calculation of C32H58F3N3O25S5 as an isolated structure, from the OMol25 dataset.

Computed properties:
E_HOMO: -8.601 eV

ORCA input file:
```
! RIJCOSX wB97M-V def2-TZVPD def2/J DEFGRID3
* xyz 0 1
C 22.474 2.322 12.949
N 23.597 1.504 12.370
O 24.224 0.712 13.137
O 23.759 1.475 11.201
H 22.278 3.101 12.212
H 22.695 2.890 13.853
H 21.540 1.784 13.110
C 21.235 3.668 19.333
N 19.977 3.077 18.771
O 20.128 2.168 17.996
O 18.957 3.725 18.860
H 21.060 4.741 19.254
H 22.097 3.326 18.759
H 21.382 3.311 20.352
C 19.549 2.339 15.868
N 19.857 2.741 14.492
O 19.109 3.606 14.044
O 20.621 2.006 13.885
H 18.487 2.349 16.114
H 19.912 3.084 16.575
H 20.027 1.455 16.290
C 17.353 1.024 19.955
C 16.095 1.982 20.115
C 15.386 1.862 18.766
S 16.545 1.595 17.371
O 16.849 2.881 16.719
O 16.130 0.451 16.634
C 17.907 1.163 18.499
H 16.958 0.011 20.027
H 18.119 1.021 20.730
H 16.478 2.958 20.415
H 15.483 1.685 20.967
H 14.667 2.646 18.529
H 14.784 0.954 18.749
H 18.507 2.069 18.586
H 18.414 0.322 18.028
C 21.207 4.856 11.404
C 20.833 4.477 12.802
C 20.375 5.594 13.712
S 20.605 7.121 12.824
O 21.410 7.982 13.673
O 19.386 7.517 12.101
C 21.804 6.268 11.673
H 20.485 4.951 10.593
H 21.995 4.267 10.935
H 21.719 4.017 13.241
H 19.980 3.801 12.750
H 20.889 5.661 14.670
H 19.345 5.437 14.033
H 22.698 6.105 12.276
H 22.012 6.969 10.865
C 17.461 4.899 17.961
C 17.341 6.452 17.688
C 16.907 6.526 16.238
S 18.156 5.543 15.443
O 19.406 6.344 15.282
O 17.574 4.872 14.280
C 18.442 4.407 16.864
H 16.498 4.391 17.908
H 17.828 4.630 18.952
H 18.294 6.982 17.692
H 16.668 7.041 18.311
H 16.668 7.473 15.753
H 15.955 6.004 16.144
H 19.422 4.577 17.310
H 18.495 3.352 16.598
C 18.166 -0.033 11.467
C 18.908 -0.626 10.346
C 19.840 0.443 9.870
S 20.497 1.229 11.388
O 20.242 2.616 11.142
O 21.797 0.748 11.787
C 19.262 0.456 12.478
H 17.493 -0.715 11.986
H 17.399 0.604 11.026
H 18.183 -0.917 9.586
H 19.463 -1.526 10.612
H 19.291 1.175 9.278
H 20.661 0.025 9.288
H 18.997 1.121 13.299
H 19.759 -0.327 13.052
C 19.366 -2.192 14.432
C 18.236 -1.288 13.864
C 17.211 -1.162 15.006
S 18.124 -0.794 16.592
O 17.481 -1.410 17.766
O 18.600 0.544 16.604
C 19.479 -1.947 15.916
H 20.283 -1.866 13.942
H 19.079 -3.235 14.296
H 17.949 -1.797 12.943
H 18.504 -0.247 13.683
H 16.672 -2.105 15.100
H 16.394 -0.442 14.957
H 19.215 -2.882 16.410
H 20.411 -1.494 16.253
C 23.102 -0.983 14.595
C 21.982 -0.832 13.570
O 21.025 -0.127 14.407
C 21.424 -0.082 15.679
O 20.868 0.422 16.636
O 22.597 -0.655 15.795
F 21.610 -2.086 13.210
H 23.902 -0.263 14.425
H 23.565 -1.966 14.678
H 22.314 -0.288 12.686
C 23.208 1.992 17.691
C 22.675 3.182 17.028
O 23.395 3.292 15.856
C 24.039 2.190 15.619
O 24.698 1.881 14.655
O 24.093 1.481 16.795
F 22.905 4.242 17.852
H 22.483 1.229 17.975
H 23.662 2.346 18.616
H 21.604 3.038 16.892
C 21.747 -0.636 18.769
C 20.353 -0.133 18.338
O 19.888 0.366 19.604
C 20.936 0.591 20.413
O 20.853 1.173 21.493
O 22.075 0.215 19.790
F 19.541 -1.215 18.083
H 22.423 -0.550 17.918
H 21.520 -1.675 19.008
H 20.229 0.575 17.518
*
```

Mulliken atomic charge list, values in e, 8 entries: -0.198, 1.309, -0.731, -0.749, -1.030, 1.008, 1.158, -1.449